Entry from the OMol25 dataset: a structure of composition C3H7BO in a non-equilibrium geometry (ωB97M-V with the def2-TZVPD basis set).

```
12
Properties=species:S:1:pos:R:3:forces:R:3:lowdin_charge:R:1
B -0.0786 0.3423 -0.6827 2.2675 -0.4374 1.3976 -0.415
C -1.8933 0.0685 0.1143 -0.3751 -1.2754 -0.5027 -0.143
C 1.3193 0.6490 0.1017 -3.1028 2.3789 -0.0335 -0.040
C -0.8263 -0.9304 0.0232 -1.4832 0.3039 -0.4613 -0.049
O -1.3932 1.1946 -0.0059 0.3263 0.6184 -0.0060 0.113
H -0.2057 0.4640 -1.8059 -0.2456 0.2458 -1.5110 0.072
H 1.2858 1.7672 0.2173 -0.0842 -0.6808 0.5186 0.071
H -2.9800 -0.0484 0.0823 -0.1409 0.0288 0.2869 0.143
H 1.1391 0.1545 1.0503 1.0492 0.2564 0.3462 0.042
H 2.2544 0.5675 -0.3464 1.5632 -1.0929 -0.8031 0.019
H -0.3976 -0.9445 0.9910 0.6173 -0.2678 1.0683 0.087
H -0.9917 -1.9415 -0.3094 -0.3917 -0.0780 -0.2998 0.101
```
Forces are in eV/Å.

Summary:
calculated total energy = -218.5384 Ha
LUMO = 0.3 eV
relative energy (zero: lowest compared OMol25 entry of this formula, charge and spin) = 1.233 eV
gap between HOMO and LUMO = 10.23 eV
HOMO energy = -9.902 eV